A structure of composition C7H13IN2O3S in a non-equilibrium geometry, computed with ωB97M-V/def2-TZVPD.

Properties
- Calculated total energy: -1305.5745 hartree
- Net charge: 0
- HOMO energy: -0.3533 hartree
- Orbital gap: 9.906 eV
- Energy above the lowest of the compared OMol25 structures with the same formula, charge and spin: 0.0 kJ/mol
- Lowest unoccupied orbital energy: 0.3 eV

```
27
Properties=species:S:1:pos:R:3:mulliken_charge:R:1
C -1.56432 0.21511 -0.60395 -0.10
C -1.72893 0.05025 1.95774 -0.93
C -0.47865 0.67208 1.48317 -0.36
C -2.62131 -0.13908 0.35260 -0.01
C 1.85098 -0.46824 0.09911 -1.78
C 1.20132 1.66117 -1.14535 -1.16
C 0.78087 0.25094 -0.72045 0.45
N -0.41155 0.43416 0.05329 0.28
N -3.51642 -2.01237 -1.67689 -0.59
O -1.67846 -0.03531 -1.79230 -0.75
O -1.71601 -2.68035 -0.01216 -0.60
O -4.00839 -2.31771 0.69333 -0.62
S -2.93970 -1.96302 -0.17175 1.17
I -4.35615 0.94210 0.10668 0.23
H -1.62692 -0.98742 2.10809 0.33
H -2.34504 0.50775 2.65640 0.41
H -0.41752 1.72203 1.52571 0.34
H 0.40684 0.22882 1.89372 0.39
H 1.41948 -1.41488 0.44580 0.41
H 2.49868 -0.54067 -0.76241 0.50
H 2.39448 0.07378 0.81692 0.45
H 1.25290 2.35643 -0.22941 0.24
H 0.34797 2.05936 -1.70816 0.35
H 2.24717 1.81721 -1.69380 0.31
H 0.44124 -0.38957 -1.59724 0.38
H -2.86549 -1.50659 -2.23368 0.37
H -4.46794 -1.55513 -1.77645 0.31
```